Here is 4 unconnected molecules or ions with the total composition C32H56BrClFNO11 at a distorted geometry from OMol25. Energies are from the ωB97M-V functional and the def2-TZVPD basis.

Net charge ... 0
Structure (SMILES) ... CCCCO[C@](CCCCOC(C)=O)(O[C@H](CCC(=O)O)C[C@H](C)Cl)[C@@H](Br)N(CCCF)OC(=O)c1ccccc1.CO.CO.CO
Maximum force ... 1.1 eV/A
E ... -143384.5684 eV

CARTESIAN COORDINATES (ANGSTROEM)
1 Br -2.433111 -1.428118 -1.279421
2 Cl 1.998384 -4.203939 -0.389202
3 F 0.782278 -4.280431 3.583828
4 O -0.822593 4.718846 -2.461495
5 O -1.605527 -2.774540 1.102527
6 O 0.442376 5.248336 -4.232894
7 O -8.380030 1.985840 2.773242
8 O 11.068275 -0.313009 1.005287
9 O 4.524971 0.540719 -3.606364
10 O -1.746565 1.454529 -1.074044
11 O 7.189806 2.121751 -0.086158
12 O 0.077495 0.268144 -1.040588
13 O -3.461159 -1.984280 2.098180
14 O 4.831711 1.844166 -1.801657
15 N -1.060974 -1.470279 1.131679
16 C 8.547734 1.855748 0.268389
17 C 0.778339 -3.058911 2.913011
18 C 2.562159 -2.482456 -0.464421
19 C -5.786654 1.097671 0.335141
20 C 1.446854 -1.665625 -1.120483
21 C 1.266972 -0.279877 -0.495938
22 C -2.876742 -2.887380 1.569720
23 C -5.412826 2.172843 -0.686570
24 C 11.327759 -1.001802 -0.213665
25 C -4.171975 -4.526182 0.242195
26 C 2.466095 0.629910 -0.744415
27 C -0.727183 -1.052759 2.489330
28 C 4.075350 1.082893 -2.635019
29 C -0.457119 1.649878 0.945746
30 C -0.374111 -2.210242 3.415409
31 C 0.072126 4.801009 -1.328023
32 C 3.901492 -2.453435 -1.217331
33 C -3.407823 -4.261045 1.364869
34 C -2.910021 2.104984 -0.577547
35 C -0.501284 3.065278 -4.197958
36 C -0.227918 4.439320 -3.656689
37 C -9.554511 1.894028 1.975285
38 C 2.629783 1.037024 -2.211782
39 C -4.125386 1.839056 -1.452063
40 C -0.136607 3.113219 0.568634
41 C 0.453869 3.404961 -0.806883
42 C -3.659465 -6.527759 2.089200
43 C -3.148486 -5.261211 2.292283
44 C -4.673797 -5.798707 0.042961
45 C -4.413812 -6.803027 0.962726
46 C -1.778779 -0.507530 0.306677
47 C -0.933442 0.729046 -0.183898
48 H -0.091330 -1.758441 4.368651
49 H -5.061508 1.025267 1.147377
50 H -0.915135 3.147486 -5.201650
51 H -3.139123 1.839633 0.455637
52 H 2.407765 1.506008 -0.096608
53 H -2.550574 -5.034333 3.164386
54 H 0.552588 3.484202 1.330345
55 H -4.057899 2.463704 -2.341717
56 H 0.501690 -2.185349 -0.980797
57 H 1.207098 -0.458381 0.578638
58 H 4.333599 -3.446093 -1.286229
59 H -0.502408 5.359886 -0.594396
60 H 11.804504 -1.968716 -0.035509
61 H 11.956963 -0.411041 -0.884336
62 H -8.593544 2.493791 3.559915
63 H -4.806148 -7.795396 0.792893
64 H -2.731695 3.184710 -0.587857
65 H -3.470835 -7.307509 2.813038
66 H 2.227485 2.032293 -2.399739
67 H -1.180181 2.484924 -3.578428
68 H 0.946493 5.367704 -1.645724
69 H -1.235026 -2.841405 3.623474
70 H 9.215427 2.629036 -0.118156
71 H 11.909704 -0.157352 1.441607
72 H -5.323879 3.134166 -0.176385
73 H 0.095152 2.693723 -1.541396
74 H 4.616082 -1.814369 -0.696697
75 H 2.135456 0.344471 -2.887244
76 H 0.382082 1.223576 1.484740
77 H -9.906020 2.879948 1.659720
78 H -5.880037 0.117600 -0.132132
79 H -1.260458 1.698704 1.684738
80 H 1.609408 -1.599514 -2.195513
81 H -6.737137 1.348940 0.804891
82 H -4.387679 -3.750350 -0.478928
83 H 3.360389 0.093903 -0.421766
84 H -6.227396 2.227800 -1.410015
85 H -9.295067 1.317072 1.090836
86 H 6.934257 2.962680 0.300500
87 H 0.680159 -3.273032 1.848874
88 H 0.442324 2.525581 -4.285385
89 H -5.257509 -5.996156 -0.845267
90 H 3.774656 -2.062677 -2.226062
91 H -4.168741 0.786888 -1.726947
92 H 10.368326 -1.172190 -0.696008
93 H 0.120757 -0.377010 2.473646
94 H 2.713151 -2.169615 0.566596
95 H -1.560194 -0.510620 2.953447
96 H -2.691348 -0.178907 0.810528
97 H 1.740513 -2.573191 3.088554
98 H -10.361085 1.379283 2.503566
99 H 1.542986 3.373804 -0.772366
100 H 5.717585 1.466734 -1.691964
101 H -1.048028 3.695565 0.698888
102 H 8.665840 1.783119 1.350673
103 H 8.821615 0.902796 -0.172751

Forces on atoms 1 to 2 (eV/Å):
0.0330 -0.0215 -0.1135
0.0335 -0.0179 0.1400

Mulliken population analysis, charges in e, atoms 1 to 2:
1. Br -0.1192
2. Cl -0.2056

=====

Here is a single C7H7ClSe molecule at a distorted geometry from OMol25. Energies are from the ωB97M-V functional and the def2-TZVPD basis.

Net charge ... 0
Structure (SMILES) ... C[Se]c1ccccc1Cl
ΔE to the lowest compared entry with this formula, charge and spin ... 0.0 kcal/mol
Maximum force ... 6.4 eV/A
E ... -85239.4476 eV

CARTESIAN COORDINATES (ANGSTROEM)
1 Se 1.737715 1.510361 -0.237695
2 Cl 2.891427 -1.258294 -0.010413
3 C -0.838021 0.172242 -0.361950
4 C 1.202388 -1.244926 -0.167894
5 C 0.528777 0.148452 -0.174875
6 C 0.612685 2.891783 0.421096
7 C -1.598401 -0.966772 -0.171424
8 C -0.967313 -2.183247 -0.072020
9 C 0.341780 -2.314837 -0.035644
10 H 0.055301 2.672975 1.287594
11 H -1.129007 1.224021 -0.450898
12 H -0.250503 2.957870 -0.334486
13 H -2.688032 -0.999649 -0.112213
14 H 0.668098 -3.392268 -0.068771
15 H -1.781825 -3.020767 0.059883
16 H 1.214936 3.803054 0.429709

Forces on atoms 1 to 2 (eV/Å):
1.3117 1.0327 0.2308
0.5065 -0.7677 -0.1744

natural (NBO) population analysis, charges in e, atoms 1 to 2:
1. Se 0.4223
2. Cl 0.0575

=====

Here is a single C2H6N2S molecule at a distorted geometry from OMol25. Energies are from the ωB97M-V functional and the def2-TZVPD basis.

Net charge ... 0
Structure (SMILES) ... NC/C=N/S
ΔE to the lowest compared entry with this formula, charge and spin ... 32.1 kcal/mol
Maximum force ... 2.9 eV/A
E ... -15985.4085 eV

CARTESIAN COORDINATES (ANGSTROEM)
1 S -2.908437 0.177863 -0.215925
2 N -1.382864 -0.133938 0.453247
3 N 1.680604 0.689919 -0.202565
4 C -0.449248 -0.317573 -0.407181
5 C 0.929774 -0.529606 -0.022705
6 H 1.364847 -1.317623 -0.646325
7 H 2.623966 0.592063 0.159352
8 H -0.688657 -0.052176 -1.449741
9 H 1.340996 1.429381 0.412059
10 H 1.129579 -0.871632 1.015692
11 H -3.640555 0.333318 0.904092

Forces on atoms 1 to 2 (eV/Å):
-0.3681 0.1895 -0.2308
0.5421 -0.6943 0.0137

natural (NBO) population analysis, charges in e, atoms 1 to 2:
1. S 0.1668
2. N -0.5370